An isolated ion of composition C3H2NO4S2 and charge -1 in a non-equilibrium geometry, computed with ωB97M-V/def2-TZVPD.

As for the total charge: -1. As for the lowest unoccupied orbital energy: 0.1246 hartree. The relative energy (zero: lowest compared OMol25 entry of this formula, charge and spin) comes out at 38.89 kcal per mole. The orbital gap is 8.312 eV.

XYZ file:
```
12
Properties=species:S:1:pos:R:3:lowdin_charge:R:1
C -0.23 -2.01 0.73 -0.6077
C 1.66 -0.72 0.04 -0.4576
C -1.09 -1.32 -0.16 -0.4765
N 1.10 -1.54 0.72 0.1688
O -0.55 -2.95 1.44 0.0150
O 2.51 -0.05 -0.40 0.0964
O -0.99 1.51 -0.63 -0.8248
O -0.67 3.88 -0.02 -0.5814
S -0.55 -0.18 -1.24 0.9087
S -0.16 2.54 0.26 0.7227
H -2.12 -1.65 -0.21 0.0435
H 1.08 2.49 -0.52 -0.0070
```

***

C37H46N2O4P2S3W as an isolated structure, computed with ωB97M-V/def2-TZVPD.

As for the expectation value of S²: 2.02. As for the total charge: +2. As for the lowest unoccupied orbital energy (spin up / spin down): -0.1740 / -0.1670 hartree. The relative energy (zero: lowest compared OMol25 entry of this formula, charge and spin) comes out at 4.20 kcal per mole. The orbital gap (spin up / spin down) is 7.141 / 8.183 eV. Its spin multiplicity is 3.

XYZ file:
```
95
Properties=species:S:1:pos:R:3:mulliken_spin:R:1
W 0.33 0.33 -0.06 1.7420
C 4.67 -1.50 0.48 -0.0019
N 4.04 -0.85 1.63 0.0083
C 4.64 -1.10 2.93 -0.0007
C 2.94 -0.15 1.46 0.0275
O 2.44 0.05 0.32 -0.0163
C 2.22 0.43 2.66 -0.0093
O 1.12 1.17 2.14 -0.0005
C 0.12 1.45 3.10 0.0059
C -1.13 1.76 2.30 0.0215
O -1.16 1.39 1.11 0.0674
N -2.13 2.40 2.87 0.0143
C -3.31 2.75 2.09 -0.0007
C -2.16 2.76 4.28 -0.0010
H 5.60 -0.99 0.23 -0.0002
H 4.01 -1.49 -0.37 0.0013
H 4.90 -2.53 0.75 0.0000
H 5.72 -1.09 2.82 0.0002
H 4.34 -2.08 3.31 0.0003
H 4.37 -0.34 3.65 0.0003
H 2.87 1.10 3.23 -0.0004
H 1.87 -0.38 3.31 -0.0003
H 0.43 2.29 3.73 -0.0007
H -0.07 0.57 3.73 0.0005
H -3.08 2.72 1.03 0.0003
H -3.64 3.75 2.36 0.0001
H -4.12 2.04 2.29 -0.0001
H -1.45 2.19 4.86 0.0000
H -3.16 2.55 4.67 0.0004
H -1.96 3.83 4.41 0.0007
S 1.31 -0.48 -2.24 -0.0111
P -0.69 -0.45 -2.64 0.0316
C -1.33 -0.46 -1.04 0.0303
P -1.64 -1.83 -0.04 0.0301
S 0.02 -1.79 1.17 -0.0032
C -3.11 -1.61 0.96 0.0048
C -4.00 -0.59 0.66 0.0020
C -5.17 -0.46 1.40 -0.0012
C -5.44 -1.33 2.44 0.0007
C -4.54 -2.34 2.75 -0.0012
C -3.38 -2.49 2.01 0.0055
C -1.80 -3.43 -0.85 0.0230
C -0.67 -4.03 -1.40 -0.0005
C -0.81 -5.20 -2.13 -0.0021
C -2.06 -5.77 -2.30 -0.0001
C -3.19 -5.18 -1.74 0.0001
C -3.06 -4.00 -1.02 -0.0022
C -1.11 1.12 -3.43 -0.0213
C -0.34 1.58 -4.50 0.0020
C -0.69 2.75 -5.14 -0.0011
C -1.81 3.46 -4.72 -0.0001
C -2.58 3.01 -3.66 -0.0009
C -2.23 1.83 -3.01 -0.0032
C -1.17 -1.75 -3.78 0.0131
C -0.21 -2.40 -4.56 0.0022
C -0.61 -3.35 -5.48 0.0004
C -1.96 -3.66 -5.61 0.0005
C -2.91 -3.02 -4.83 -0.0006
C -2.52 -2.06 -3.92 0.0024
H -3.78 0.09 -0.16 -0.0010
H -5.89 0.32 1.15 -0.0003
H -6.35 -1.23 3.01 0.0000
H -4.75 -3.03 3.56 -0.0001
H -2.68 -3.29 2.24 -0.0001
H 0.30 -3.57 -1.27 0.0049
H 0.07 -5.67 -2.56 -0.0003
H -2.16 -6.69 -2.86 0.0001
H -4.16 -5.63 -1.87 -0.0001
H -3.94 -3.54 -0.59 0.0014
H 0.53 1.02 -4.83 -0.0032
H -0.11 3.11 -5.98 0.0000
H -2.09 4.38 -5.23 0.0002
H -3.45 3.56 -3.34 0.0000
H -2.80 1.46 -2.17 -0.0033
H 0.84 -2.16 -4.43 0.0013
H 0.12 -3.85 -6.09 0.0000
H -2.27 -4.41 -6.33 0.0000
H -3.96 -3.27 -4.94 0.0000
H -3.26 -1.55 -3.31 -0.0015
C 1.30 4.83 1.09 -0.0031
C 1.74 4.71 -0.36 0.0033
S 2.14 2.99 -0.72 0.0170
O 0.75 2.34 -0.63 0.0267
C 2.45 3.10 -2.50 0.0007
C 3.85 3.62 -2.79 0.0016
H 1.06 5.87 1.32 0.0000
H 2.10 4.52 1.77 -0.0002
H 0.41 4.23 1.27 0.0006
H 2.63 5.30 -0.57 -0.0007
H 0.94 5.00 -1.05 0.0006
H 1.66 3.71 -2.93 -0.0002
H 2.32 2.07 -2.84 -0.0032
H 4.01 4.62 -2.40 -0.0003
H 4.00 3.66 -3.87 0.0001
H 4.62 2.96 -2.38 0.0000
```

***

A 2-piece molecular cluster, C2H3NO2 overall in a non-equilibrium geometry, computed with ωB97M-V/def2-TZVPD.

As for the total charge: 0. As for the lowest unoccupied orbital energy: -0.0029 hartree. The relative energy (zero: lowest compared OMol25 entry of this formula, charge and spin) comes out at 82.18 kcal per mole. The orbital gap is 9.538 eV.

XYZ file:
```
8
Properties=species:S:1:pos:R:3:lowdin_charge:R:1
C 1.31 -0.06 0.18 -0.1773
C -0.11 -0.11 0.02 -0.5340
N 2.45 0.03 0.28 0.1896
O -0.61 -1.32 -0.30 0.0435
O -0.70 0.92 -0.66 0.0440
H -0.64 0.07 1.71 0.1896
H -1.56 -1.22 -0.45 0.1235
H -0.12 1.68 -0.77 0.1210
```

***

One molecule with the formula C4H7NO, computed with ωB97M-V/def2-TZVPD.

The structure (SMILES) is CC1(C)N=C1O. As for the total charge: 0. As for the lowest unoccupied orbital energy: 0.0214 hartree. The relative energy (zero: lowest compared OMol25 entry of this formula, charge and spin) comes out at 54.92 kcal per mole. The orbital gap is 10.246 eV.

XYZ file:
```
13
Properties=species:S:1:pos:R:3:lowdin_charge:R:1
C -0.91 -1.12 -0.38 -0.0418
C -0.04 0.11 -0.24 -0.4553
C 1.38 0.00 -0.73 -0.0387
O -0.23 1.21 2.10 0.1315
C -0.35 1.04 0.79 -0.4422
N -0.78 1.49 -0.30 0.2369
H -0.43 -1.96 0.14 0.0791
H -1.90 -0.97 0.07 0.0815
H -1.05 -1.41 -1.43 0.0814
H 1.99 0.82 -0.35 0.0822
H 1.46 -0.04 -1.82 0.0819
H 1.80 -0.92 -0.32 0.0791
H -0.94 1.76 2.46 0.1244
```